Record 1
C3H6I2Si | wB97M-V/def2-TZVPD

Each line ends with the Mulliken charge.
Element x y z (Å)
C -0.197 1.298 1.947  -0.63
C -0.710 1.452 0.744  -0.29
C 1.580 -1.285 -1.679  -0.98
Si -0.860 -0.196 -0.201  0.24
I -2.540 0.085 -2.019  -0.12
I -1.746 -1.913 1.341  -0.08
H -0.348 2.069 2.659  0.24
H 0.177 0.314 2.261  0.21
H -0.698 2.297 0.150  0.45
H 2.497 -0.734 -1.075  0.25
H 1.338 -2.282 -1.445  0.35
H 1.509 -1.104 -2.684  0.35

Its calculated total energy is -1002.7021 Eh. Its frontier orbital gap (spin up / spin down) is 7.31 / 7.60 eV. The energy relative to the best compared isomer or geometry (same formula, charge and spin) is 4.362 eV.


Record 2
C3H6IN2S | wB97M-V/def2-TZVPD

Each line ends with the Mulliken charge.
Element x y z (Å)
S -0.018 2.405 0.053  -0.20
C -0.019 0.704 -0.685  -0.13
N -0.523 -0.124 0.591  -0.07
C 0.456 -1.250 0.651  -0.73
C 1.437 -1.058 -0.239  0.05
N 1.319 0.191 -0.827  -0.39
I 2.716 0.668 -2.322  0.33
H 1.240 2.458 0.652  0.22
H -0.668 0.564 -1.571  0.37
H -1.484 -0.365 0.652  0.30
H -0.316 0.475 1.368  0.37
H 0.117 -2.072 1.150  0.46
H 2.324 -1.602 -0.536  0.43

Its calculated total energy is -922.9593 Eh. Its frontier orbital gap is 8.05 eV. The net charge is +1. As for the structure (SMILES): S[C@@H]1[NH2+]C=CN1I. The energy relative to the best compared isomer or geometry (same formula, charge and spin) is 1.942 eV.


Record 3
C3H6IN3 | wB97M-V/def2-TZVPD

Each line ends with the Mulliken charge.
Element x y z (Å)
H -1.696 -3.286 2.682  0.20
N -1.287 -2.382 2.938  -0.60
N -0.805 -1.736 2.073  0.27
N -0.526 -2.111 0.669  -0.21
I -1.189 -3.886 -0.256  0.09
C -0.158 -1.074 -0.187  -0.13
C -0.128 0.166 0.248  -0.01
C 0.470 1.312 -0.599  -1.15
H 0.133 -1.429 -1.160  0.35
H -0.377 0.488 1.273  0.28
H -0.307 2.015 -1.002  0.28
H 0.869 2.157 0.095  0.27
H 1.068 1.132 -1.434  0.36

Its calculated total energy is -579.7266 Eh. Its frontier orbital gap is 7.62 eV. As for the structure (SMILES): [H]/N=N\N(I)/C=C/C. The energy relative to the best compared isomer or geometry (same formula, charge and spin) is 1.256 eV.


Record 4
C3H6INO2 | wB97M-V/def2-TZVPD

Each line ends with the Mulliken charge.
Element x y z (Å)
C 0.105 1.025 -0.576  0.53
C -1.774 -0.175 0.389  -0.89
C 2.322 0.650 -0.856  -0.98
N -0.360 0.057 0.168  0.20
O -0.336 2.012 -1.064  -0.47
O 0.439 -1.014 0.555  -0.41
I 3.236 1.046 1.010  0.05
H -2.169 -0.863 -0.361  0.29
H -1.897 -0.615 1.377  0.28
H -2.296 0.778 0.332  0.37
H 2.586 1.386 -1.595  0.39
H 2.410 -0.381 -1.149  0.39
H 1.165 -0.670 1.105  0.27

Its calculated total energy is -620.7041 Eh. Its frontier orbital gap is 8.73 eV. The energy relative to the best compared isomer or geometry (same formula, charge and spin) is 4.034 eV.


Record 5
C3H6N | wB97M-V/def2-TZVPD

Each line ends with the Mulliken charge.
Element x y z (Å)
C 2.442 -0.031 0.921  0.07
C -0.328 0.565 -1.193  -0.94
C 0.158 0.210 0.144  -0.02
N 1.380 0.213 0.474  0.05
H 3.428 0.211 1.207  0.41
H -1.332 0.465 -1.616  0.51
H -0.428 -1.332 -2.026  0.07
H 0.440 0.898 -1.949  0.37
H -0.480 -0.234 0.880  0.39
H -0.040 -0.928 -2.797  0.09

Its calculated total energy is -172.2056 Eh. Its frontier orbital gap is 8.63 eV. The net charge is +1. The energy relative to the best compared isomer or geometry (same formula, charge and spin) is 4.163 eV.


Record 6
C3H6N | wB97M-V/def2-TZVPD

Each line ends with the Mulliken charge.
Element x y z (Å)
C -2.496 -0.197 0.044  -0.06
C 1.310 -0.474 -0.082  -0.82
C 0.549 0.736 0.045  0.08
N -1.404 0.111 0.100  -0.22
H -3.517 -0.490 0.040  0.44
H 1.183 -0.979 -1.039  0.33
H 2.356 -0.125 -0.048  0.34
H 1.200 -1.156 0.758  0.34
H 0.451 1.219 1.009  0.28
H 0.369 1.355 -0.826  0.29

Its calculated total energy is -172.3128 Eh. Its frontier orbital gap is 13.00 eV. The net charge is +1. The energy relative to the best compared isomer or geometry (same formula, charge and spin) is 1.247 eV.


Record 7
C3H6N | wB97M-V/def2-TZVPD

Each line ends with the Mulliken charge.
Element x y z (Å)
C 1.420 1.151 0.808  -0.16
N 0.559 0.659 0.075  0.07
C -0.302 0.128 -0.644  0.13
C -1.021 -1.107 -0.308  -0.95
H 2.472 0.897 0.691  0.28
H 1.146 1.860 1.583  0.28
H -0.567 0.643 -1.567  0.37
H -0.433 -1.776 0.319  0.34
H -1.923 -0.837 0.251  0.31
H -1.350 -1.619 -1.210  0.32

Its calculated total energy is -172.3546 Eh. Its frontier orbital gap is 12.48 eV. The net charge is +1. As for the structure (SMILES): C=[N+]=CC. The energy relative to the best compared isomer or geometry (same formula, charge and spin) is 0.108 eV.


Record 8
C3H6N2 | wB97M-V/def2-TZVPD

Each line ends with the Mulliken charge.
Element x y z (Å)
C 1.786 0.256 -1.281  -0.77
C 0.976 0.653 -0.307  0.07
C -0.206 -0.095 0.077  -0.09
N -1.126 0.481 0.796  -0.28
N -2.199 -0.389 1.064  -0.46
H 2.599 0.868 -1.560  0.27
H 1.729 -0.712 -1.764  0.24
H 1.077 1.600 0.250  0.30
H -0.185 -1.152 -0.293  0.22
H -1.818 -1.357 1.096  0.24
H -2.631 -0.153 1.923  0.26

Its calculated total energy is -227.3490 Eh. Its frontier orbital gap is 9.46 eV. As for the structure (SMILES): C=C/C=N/N. The energy relative to the best compared isomer or geometry (same formula, charge and spin) is 2.063 eV.


Record 9
C3H6N2 | wB97M-V/def2-TZVPD

Each line ends with the Mulliken charge.
Element x y z (Å)
N 1.128 -0.121 1.924  -0.48
C 0.224 -0.168 1.156  0.31
C -0.414 -0.403 -0.233  -0.43
C 0.312 0.509 -0.900  -0.41
N 1.806 0.380 -0.904  -0.65
H -1.441 -0.524 -0.422  0.40
H -0.108 -1.276 -0.872  0.20
H -0.112 0.292 -2.014  0.25
H 0.524 1.578 -0.701  0.31
H 2.152 -0.070 -0.010  0.25
H 2.368 -0.294 -1.569  0.24

Its calculated total energy is -227.2831 Eh. Its frontier orbital gap is 10.21 eV. As for the structure (SMILES): N#CCCN. The energy relative to the best compared isomer or geometry (same formula, charge and spin) is 3.857 eV.


Record 10
C3H6N2 | wB97M-V/def2-TZVPD

Each line ends with the Mulliken charge.
Element x y z (Å)
C 1.921 -0.097 0.306  -0.86
C -1.732 -0.014 0.376  0.50
C 0.543 0.018 -0.224  0.09
N -0.479 -0.073 0.523  -0.27
N -2.905 -0.062 0.703  -0.51
H -3.216 -0.148 1.666  0.27
H -0.840 0.402 -2.433  0.13
H -0.120 0.327 -2.078  -0.16
H 2.448 0.818 0.022  0.27
H 2.407 -0.904 -0.247  0.27
H 1.972 -0.267 1.385  0.29

Its calculated total energy is -227.2429 Eh. Its frontier orbital gap (spin up / spin down) is 7.76 / 7.76 eV. The energy relative to the best compared isomer or geometry (same formula, charge and spin) is 4.950 eV.


Record 11
C3H6N2 | wB97M-V/def2-TZVPD

Each line ends with the Mulliken charge.
Element x y z (Å)
C -1.769 1.079 0.496  -0.28
N -0.530 0.956 0.249  -0.43
N -0.021 0.009 -0.621  -0.14
C 1.344 -0.028 -0.566  -0.32
C 0.604 -1.204 0.059  -0.41
H -2.524 0.433 -0.112  0.26
H -2.167 1.613 1.318  0.28
H 1.985 0.533 0.171  0.26
H 1.761 0.033 -1.578  0.23
H 0.564 -2.074 -0.551  0.25
H 0.754 -1.350 1.134  0.30

Its calculated total energy is -227.2907 Eh. Its frontier orbital gap is 10.02 eV. As for the structure (SMILES): C=NN1CC1. The energy relative to the best compared isomer or geometry (same formula, charge and spin) is 3.650 eV.


Record 12
C3H6N2 | wB97M-V/def2-TZVPD

Each line ends with the Mulliken charge.
Element x y z (Å)
C 1.434 -0.295 0.006  -0.87
N 0.177 -0.446 0.720  -0.37
C -0.958 -0.278 -0.179  -0.59
C -1.566 1.173 -0.280  0.28
N -1.978 2.246 -0.519  -0.40
H 1.607 -1.306 -0.447  0.30
H 1.624 0.544 -0.686  0.29
H 2.278 -0.360 0.660  0.38
H 0.042 0.208 1.466  0.27
H -1.669 -0.776 0.389  0.34
H -0.991 -0.709 -1.128  0.40

Its calculated total energy is -227.3632 Eh. Its frontier orbital gap is 10.78 eV. As for the structure (SMILES): CNCC#N. The energy relative to the best compared isomer or geometry (same formula, charge and spin) is 1.677 eV.


In the order shown, the computed F_max values come out to 5.11 3.36 4.62 4.53 8.88 1.72 1.08 2.38 11.02 1.90 4.43 3.94 eV/A.